# 1
53
Properties=species:S:1:pos:R:3 method="wB97M-V/def2-TZVPD" homo_ev=-8.4 smiles="COc1ccc(N([C@@H](C)C(=O)NC2CCCCCC2)S(C)(=O)=O)cc1" lumo_energy_ev=0.74 charge=0 orbital_gap_ev=9.1
C -0.318 0.370 0.384
H -1.888 -0.246 1.497
H -2.396 -1.532 -0.720
O 0.100 0.840 -0.662
O 1.913 -3.375 0.112
S 1.108 -2.212 -0.105
H 4.608 1.997 -0.990
H -6.539 -1.494 0.020
H -4.813 1.471 -1.533
H 1.643 1.754 1.669
H 6.818 2.637 -0.474
C 1.366 -1.676 -1.813
H 6.709 1.792 -2.045
H -4.394 -2.466 -0.047
H 3.857 -2.264 1.373
C -6.050 0.583 -0.001
H -3.222 2.480 0.366
H 0.862 -2.395 -2.445
C 5.553 0.268 -0.115
H -7.020 0.861 -0.423
H -6.140 0.645 1.086
C -3.229 -0.825 -0.755
O 6.857 0.563 -0.378
N -1.619 0.302 0.695
H -3.543 -0.742 -1.796
C 5.322 -0.941 0.545
H 0.396 1.443 2.880
C -3.693 1.496 0.315
O -0.304 -2.328 0.149
H 8.239 1.792 -1.135
H 1.959 0.613 2.980
H 0.937 -0.688 -1.924
C 1.199 0.992 2.302
C -2.670 0.528 -0.287
C -5.004 1.594 -0.467
H 2.342 1.270 -0.459
H -4.257 -1.167 1.125
C 0.633 -0.153 1.467
C -5.754 -0.860 -0.401
N 1.667 -0.984 0.875
C 2.957 -0.519 0.540
H -2.173 1.009 -1.136
C 4.469 1.066 -0.462
H 2.431 -1.675 -2.000
C 4.042 -1.327 0.874
H -5.418 2.595 -0.323
H 6.171 -1.557 0.795
H 0.073 -0.830 2.123
H -3.913 1.195 1.341
C 3.181 0.666 -0.149
H -5.812 -0.951 -1.488
C 7.154 1.765 -1.045
C -4.395 -1.380 0.064

***

# 2
19
Properties=species:S:1:pos:R:3 method="wB97M-V/def2-TZVPD" homo_ev="-6.2 / -8.4" lumo_energy_ev="0.67 / 0.66" spin_multiplicity=2 charge=0 orbital_gap_ev="6.8 / 9.1" s2=0.761
C 0.381 1.599 0.999
H -0.548 1.564 -0.871
H 0.758 -1.383 -2.369
H 0.519 -1.362 1.909
H -0.188 2.432 1.361
H 2.258 -1.353 -0.653
H 2.234 -0.130 0.499
H -0.116 0.162 -2.798
O -3.672 1.084 0.088
N 0.177 1.174 -0.290
H -3.516 2.010 -0.116
C 1.573 -0.868 0.040
H 0.013 -2.146 0.642
C 0.997 -1.852 1.049
H -4.588 1.064 0.379
C 0.540 -0.078 -0.761
C 0.406 -0.427 -2.052
H 1.186 1.209 1.590
H 1.585 -2.700 1.355

***

# 3
19
Properties=species:S:1:pos:R:3 method="wB97M-V/def2-TZVPD" homo_ev=-9.0 smiles="O=CCCNCO.O" lumo_energy_ev=0.64 charge=0 orbital_gap_ev=9.6
O -0.900 0.164 2.932
H 2.392 1.417 -0.332
C 1.574 1.421 -0.991
C 1.438 0.375 -2.123
H 1.639 2.475 -1.458
H 1.035 0.449 1.458
H 1.815 -0.671 -1.972
H -0.559 0.911 -0.981
N 0.357 0.206 0.874
H -1.834 -0.467 1.155
H -0.475 -1.444 1.744
H -1.642 0.769 3.093
H -2.684 -3.129 -0.144
H -0.234 2.162 0.262
O 0.917 0.620 -3.232
C -0.797 -0.306 1.600
H -1.080 -3.150 0.075
O -1.908 -2.913 0.447
C 0.160 1.223 -0.185

***

# 4
18
Properties=species:S:1:pos:R:3 method="wB97M-V/def2-TZVPD" homo_ev=-9.4 smiles="CN(C)C=O.O.O" lumo_energy_ev=0.69 charge=0 orbital_gap_ev=10.1
C 0.947 -1.815 0.093
O 2.305 0.947 1.078
H -0.703 2.885 -0.283
H -0.208 -0.856 -2.111
H -0.421 1.656 -1.107
C -0.878 -0.764 1.241
H -0.170 -0.362 1.944
H -1.249 -1.765 1.522
N -0.254 -0.941 0.000
H -1.739 -0.090 1.202
H 1.728 1.610 0.640
H 0.629 -2.863 0.443
H 1.275 -2.052 -0.976
O -0.067 2.193 -0.373
H 2.251 1.360 2.011
O -1.866 0.173 -1.333
C -0.775 -0.448 -1.178
H 1.645 -1.269 0.793

***

# 5
14
Properties=species:S:1:pos:R:3 method="wB97M-V/def2-TZVPD" homo_ev=-8.1 lumo_energy_ev=-0.51 charge=0 orbital_gap_ev=7.6
C -0.232 -0.265 -0.658
S 4.098 0.783 -0.452
P 3.056 -0.860 -0.295
S -1.927 0.617 -0.623
H -0.278 -1.389 -0.516
C -1.209 0.879 1.038
C 0.172 0.609 0.584
S 1.240 -0.388 1.590
H 3.959 -1.406 0.757
H 0.015 -0.043 -1.698
H 1.782 0.623 2.216
H -1.546 -0.098 1.561
H 0.711 1.506 0.296
H -1.492 1.751 1.667

***

Asked for energy above the lowest of the compared OMol25 structures with the same formula, charge and spin across the records above, the calculation gives 8.62 16.47 81.16 35.85 65.65 kcal/mol in order.
Asked for strongest force on any atom across the records above, the calculation gives 0.0191 0.0502 0.1314 0.0640 0.0683 hartree/bohr in order.